No. 1
Molecular formula: C17H35BeN4OSSi2Te
Method: DFT, ωB97M-V/def2-TZVPD

## Properties
* Kohn-Sham gap: 7.44 eV
* charge: +1
* LUMO level: -0.1269 hartree

Last column: Mulliken charge in e.
Element x y z (Å)
1 Be -1.34966 1.11378 -0.98307  0.10
2 C 0.13484 0.44100 -4.63343  -1.68
3 C -0.60498 0.47696 -3.34152  0.82
4 N -0.55126 1.43561 -2.48807  1.17
5 N 0.07368 2.60257 -2.73250  -1.24
6 C -0.31535 3.48784 -1.81822  0.16
7 N 0.15368 4.72826 -1.95257  -0.22
8 S -1.38306 3.12298 -0.48629  -0.41
9 C -1.61731 -0.52497 -2.92918  0.37
10 C -1.89013 -1.68481 -3.62373  -0.85
11 C -2.92523 -2.49937 -3.18848  -0.46
12 C -3.65296 -2.12981 -2.07105  -0.80
13 C -3.31215 -0.96227 -1.41121  -0.21
14 N -2.31796 -0.17381 -1.82212  0.36
15 H 0.52636 1.43182 -4.84771  0.39
16 H -0.50774 0.11806 -5.45414  0.42
17 H 0.97582 -0.25680 -4.57097  0.32
18 H 0.76471 4.95063 -2.72008  0.25
19 H -0.09323 5.43550 -1.28730  0.22
20 H -1.29384 -1.94254 -4.48962  0.46
21 H -3.16429 -3.40937 -3.72510  0.47
22 H -4.48101 -2.72631 -1.71315  0.45
23 H -3.84097 -0.63118 -0.52641  0.61
24 C -3.32766 0.49375 2.12527  -0.36
25 O -3.00175 1.03913 0.83669  -0.23
26 H -4.37901 0.21174 2.18446  0.33
27 H -3.09893 1.20017 2.92344  0.35
28 H -2.71869 -0.39738 2.25723  -0.26
29 H -3.48080 1.86696 0.71040  0.21
30 C 2.68615 1.83078 2.20880  -1.08
31 Si 3.01335 1.54926 0.39986  0.13
32 C 4.82693 1.27366 0.09782  -1.04
33 C 2.38997 3.01667 -0.55030  -0.75
34 C 2.21728 -0.03507 -0.27787  -0.89
35 Te 0.18509 -0.59213 0.07932  -0.21
36 C 0.29471 -0.77140 2.20535  -0.53
37 Si 0.01152 -2.56003 2.75053  0.21
38 C 0.19859 -2.63155 4.59661  -1.07
39 C -1.71471 -3.06858 2.26101  -0.88
40 C 1.26425 -3.64033 1.90358  -1.02
41 H 3.17334 2.76578 2.50931  0.39
42 H 3.09067 1.03488 2.84429  0.31
43 H 1.61709 1.93850 2.41368  0.32
44 H 5.40530 2.17190 0.34342  0.32
45 H 5.01786 1.03108 -0.95325  0.33
46 H 5.21148 0.45039 0.70921  0.30
47 H 3.13414 3.82159 -0.52030  0.47
48 H 1.46230 3.39993 -0.10985  0.16
49 H 2.19736 2.77260 -1.60024  0.29
50 H 2.78326 -0.91079 0.05334  0.55
51 H 2.29694 -0.00650 -1.36994  0.46
52 H -0.42872 -0.08086 2.64582  0.57
53 H 1.29036 -0.43586 2.48674  0.02
54 H -0.46356 -1.90982 5.08716  0.33
55 H 1.22650 -2.41329 4.90500  0.32
56 H -0.05872 -3.62964 4.97026  0.34
57 H -2.46805 -2.52037 2.83794  0.27
58 H -1.86193 -4.13472 2.46506  0.39
59 H -1.90648 -2.90716 1.19398  0.22
60 H 2.28614 -3.35873 2.18564  0.32
61 H 1.17992 -3.58047 0.81479  0.33
62 H 1.12057 -4.68787 2.19169  0.36

No. 2
Molecular formula: C5H7N3O
Method: DFT, ωB97M-V/def2-TZVPD

## Properties
* Kohn-Sham gap (spin up / spin down): 8.29 / 7.72 eV
* energy relative to the best compared isomer or geometry (same formula, charge and spin): 5.713 eV
* charge: 0
* LUMO level (spin up / spin down): -0.0100 / -0.0051 hartree

Last column: Mulliken charge in e.
Element x y z (Å)
1 C -2.55195 0.94080 0.17531  -0.70
2 C -1.17028 1.13104 0.24549  -0.15
3 C 1.59566 1.05585 -0.94875  -0.77
4 C 0.67557 -0.38438 0.25468  0.83
5 C 1.27095 -1.65161 0.47273  -1.25
6 N -2.79576 -0.39087 -0.02589  -0.46
7 N -1.68979 -1.00232 -0.08503  -0.62
8 N -0.68398 -0.12343 0.14969  0.71
9 O 1.42944 0.83865 0.49415  -0.42
10 H -3.24540 1.60021 -0.09653  0.43
11 H -0.49299 1.91264 0.42951  0.52
12 H 2.53867 0.70570 -1.28079  0.39
13 H 0.77173 1.39556 -1.44057  0.46
14 H 1.89599 -1.98280 -0.35620  0.28
15 H 0.49701 -2.31565 0.71756  0.40
16 H 1.95512 -1.72939 1.29465  0.36

No. 3
Molecular formula: H4P2S5
Method: DFT, ωB97M-V/def2-TZVPD

## Properties
* Kohn-Sham gap (spin up / spin down): 6.14 / 6.14 eV
* energy relative to the best compared isomer or geometry (same formula, charge and spin): 1.505 eV
* charge: 0
* LUMO level (spin up / spin down): -0.1167 / -0.1167 hartree

Last column: Mulliken charge in e.
Element x y z (Å)
1 P 2.40385 2.12946 1.49735  0.26
2 P -0.13153 1.84276 1.58032  0.29
3 S 2.75322 1.99272 -0.39453  -0.22
4 S -1.17133 2.19363 -0.00965  -0.18
5 S 3.33725 0.97735 2.79287  -0.31
6 S 0.57572 -1.44657 -1.66872  -0.29
7 S -0.21643 -0.25896 2.04511  -0.08
8 H 1.99005 3.42551 1.87178  0.15
9 H -0.39145 -0.52459 -1.60705  0.13
10 H -0.06596 -2.68836 -1.28458  0.16
11 H 0.82646 -0.24278 2.68111  0.09

No. 4
Molecular formula: C2H3O2
Method: DFT, ωB97M-V/def2-TZVPD

## Properties
* Kohn-Sham gap: 10.78 eV
* energy relative to the best compared isomer or geometry (same formula, charge and spin): 1.466 eV
* charge: +1
* LUMO level: -0.2521 hartree

Last column: Mulliken charge in e.
Element x y z (Å)
1 C 0.64430 0.11150 0.21433  0.09
2 C -0.99094 -1.32722 -0.55754  0.32
3 O -0.21580 -1.93557 -1.19680  -0.28
4 O -0.06718 -0.85953 0.45223  -0.09
5 H 1.47065 0.18797 0.92380  0.29
6 H 0.62486 0.86963 -0.60768  0.29
7 H -1.97533 -0.92769 -0.43943  0.37

No. 5
Molecular formula: C11H20N2O3
Method: DFT, ωB97M-V/def2-TZVPD

## Properties
* Kohn-Sham gap: 8.24 eV
* energy relative to the best compared isomer or geometry (same formula, charge and spin): 1.086 eV
* SMILES: CCN(CC)CCCNC(=O)/C=C/C(=O)O
* charge: 0
* LUMO level: -0.0020 hartree

Last column: Mulliken charge in e.
Element x y z (Å)
1 C -0.56205 -0.08480 2.60237  -1.25
2 H 0.11806 0.68434 2.24953  0.19
3 H -0.11425 -0.58106 3.45966  0.42
4 H -1.48054 0.39119 2.93717  0.38
5 C -0.82226 -1.11308 1.50471  -0.68
6 N -1.05439 -0.50780 0.20171  0.91
7 C -2.29724 0.23706 0.11679  -0.80
8 C -2.26154 1.34716 -0.93959  -0.85
9 H -3.21008 1.88504 -0.89217  0.42
10 C -1.12640 2.34852 -0.72391  -0.67
11 N 0.16673 1.77511 -1.00503  -0.13
12 C 1.15578 1.71333 -0.08737  0.57
13 O 1.11038 2.28201 0.98665  -0.69
14 C 2.32242 0.90087 -0.52357  -0.34
15 C 3.31598 0.61981 0.31883  -0.17
16 C 4.49190 -0.19094 -0.03838  0.21
17 O 5.40187 -0.44457 0.70926  -0.56
18 O 4.46719 -0.64225 -1.30597  -0.44
19 H 5.26811 -1.16066 -1.48040  0.33
20 H 3.29445 0.99393 1.33266  0.46
21 H 2.33487 0.53117 -1.53880  0.43
22 H 0.24155 1.21668 -1.84003  0.24
23 H -1.28301 3.21846 -1.37396  0.34
24 H -1.09882 2.68577 0.31441  0.37
25 H -2.17870 0.92145 -1.94216  0.29
26 H -3.16460 -0.41429 -0.08785  0.24
27 H -2.46302 0.70828 1.08510  0.42
28 C -0.83064 -1.43229 -0.89439  -0.82
29 H 0.22666 -1.71832 -0.86301  0.36
30 C -1.68733 -2.70579 -0.90814  -1.35
31 H -1.46328 -3.28318 -1.80149  0.44
32 H -2.74712 -2.46172 -0.91640  0.28
33 H -1.47962 -3.32371 -0.03875  0.29
34 H -1.00064 -0.89342 -1.82971  0.38
35 H -1.65916 -1.76410 1.81155  0.27
36 H 0.06873 -1.73817 1.40071  0.49

No. 6
Molecular formula: C2H5BrSi
Method: DFT, ωB97M-V/def2-TZVPD

## Properties
* Kohn-Sham gap: 8.94 eV
* energy relative to the best compared isomer or geometry (same formula, charge and spin): 2.923 eV
* charge: 0
* LUMO level: -0.0325 hartree

Last column: Mulliken charge in e.
Element x y z (Å)
1 C 0.55288 -1.30053 1.26725  -0.42
2 C -0.15886 -0.16547 1.03016  -0.03
3 Si -0.41296 0.91052 -0.64148  0.55
4 Br -2.31799 0.28324 2.13431  -0.31
5 H 0.44718 -2.09204 2.00321  0.29
6 H 1.53210 -1.34388 0.71377  0.23
7 H -0.86632 2.30320 -0.48152  -0.08
8 H 0.86270 0.79613 -1.37636  -0.12
9 H -1.39143 0.26250 -1.48449  -0.09